Density functional theory data (wB97M-V/def2-TZVPD) for a 5-piece molecular cluster, CH10O6 overall at a distorted geometry.

```
17
Properties=species:S:1:pos:R:3:mulliken_charge:R:1
O 0.2574 2.0620 -1.8559 -0.58
C -0.5571 1.2638 -1.4883 0.19
O -0.4965 -0.0056 -1.7559 -0.39
H -1.4331 1.5905 -0.9057 0.36
H -1.0952 -0.5897 -1.2205 0.45
H 0.6006 -1.5696 0.9678 0.39
H 1.7203 -2.1983 0.0494 0.30
O 0.8552 -2.3399 0.4429 -0.69
H 0.8560 0.6803 1.5079 0.41
H -0.6122 0.3611 1.7051 0.30
O 0.2564 0.0514 1.9547 -0.68
H 1.4571 1.7954 -0.4162 0.35
H 1.9453 2.9058 0.4443 0.31
O 1.7005 1.9858 0.5073 -0.68
H -1.0366 -2.1836 0.2180 0.35
H -2.6382 -2.1031 0.0006 0.28
O -1.7797 -1.7062 -0.1555 -0.65
```

Results
E_HOMO (eV): -10.91
Multiplicity: 1
HOMO-LUMO gap (eV): 11.28

Density functional theory data (wB97M-V/def2-TZVPD) for C5H11HgO4 as an isolated structure at a distorted geometry.

```
21
Properties=species:S:1:pos:R:3:mulliken_charge:R:1
O 1.1467 -0.0995 -0.4910 -0.29
C -0.1172 0.2578 -0.7360 1.20
O -0.5832 1.3502 -0.3886 -0.78
O -0.5383 -0.3899 -1.8296 -0.34
C -1.8076 0.0094 -2.3452 -0.65
H -2.0452 -0.7004 -3.1428 0.25
H -2.5741 -0.0255 -1.5589 0.27
H -1.7530 1.0339 -2.7354 0.28
C 1.7900 0.5522 0.6154 -0.04
H 1.7742 1.6379 0.4492 0.35
H 1.2056 0.3426 1.5247 0.19
C 3.1978 0.0198 0.7206 -1.29
H 3.1963 -1.0744 0.8137 0.32
H 3.7894 0.3003 -0.1610 0.31
H 3.6794 0.4438 1.6115 0.39
Hg -1.5617 1.0532 1.5667 0.59
O -1.3326 -0.8964 0.9740 -0.69
C -0.9250 -2.2079 0.9416 -0.77
H -1.6379 -2.8943 1.4480 0.28
H -0.8164 -2.5749 -0.1048 0.22
H 0.0697 -2.3685 1.4179 0.22
```

Results
E_HOMO (spin up / spin down) (eV): -8.02 / -8.92
<S²>: 0.7537
Multiplicity: 2
HOMO-LUMO gap (spin up / spin down) (eV): 8.72 / 7.39

Density functional theory data (wB97M-V/def2-TZVPD) for C17H25NO4 in the gas phase at a distorted geometry.

```
47
Properties=species:S:1:pos:R:3:mulliken_charge:R:1
O 0.6841 -2.8524 -0.8566 -0.49
O 0.4129 3.8535 -1.7030 -0.59
O 1.4218 2.5752 -4.3072 -0.61
O -0.6480 -1.9501 0.8174 -0.38
C -0.1346 -2.9838 0.0283 0.84
C -1.7445 1.9192 3.9016 -0.46
C -0.8558 2.4314 2.9355 -0.66
C -2.0961 0.5441 3.8040 -0.68
C -0.3172 1.6226 1.9377 -0.29
C -1.5324 -0.2703 2.8116 -0.43
C -0.6435 0.2186 1.8416 -0.36
N 0.5928 0.6639 -1.2225 0.96
C 0.2358 -5.4124 0.9128 -1.16
C -1.8647 0.8321 -0.8110 -1.53
C 1.6880 3.2415 -2.0372 -0.72
C -0.6795 -4.4070 0.1733 -0.65
C 1.8051 0.0099 -0.7079 -1.09
C 0.5449 1.0208 -2.6305 -1.31
C 1.3989 -0.4468 0.6885 -1.09
C 1.6437 2.0431 -2.9920 0.15
C -0.1267 -0.6081 0.6644 1.97
C -0.5906 -0.0708 -0.7387 -0.30
H -0.2097 3.1401 -1.5248 0.37
H 0.6421 3.1526 -4.2563 0.38
H -2.1356 2.6039 4.6849 0.34
H -0.6147 3.5185 2.9009 0.34
H -2.7784 0.1564 4.5573 0.40
H 0.3718 2.0183 1.1725 0.23
H -1.7680 -1.3244 2.8460 0.38
H 0.3895 -5.0709 1.9167 0.33
H -0.2414 -6.4195 0.9559 0.34
H 1.1822 -5.4297 0.3620 0.30
H -2.2875 0.8466 -1.8538 0.36
H -2.6679 0.4650 -0.1333 0.46
H -1.6427 1.8617 -0.5305 0.22
H 2.3579 3.9880 -2.4495 0.45
H 2.1617 2.9165 -1.1151 0.24
H -0.8811 -4.8766 -0.7912 0.31
H -1.5774 -4.3253 0.7601 0.23
H 2.6134 0.6922 -0.6955 0.57
H 2.1173 -0.8318 -1.3261 0.37
H 0.7231 0.0573 -3.1475 0.32
H -0.4092 1.4114 -2.8703 0.49
H 1.8934 -1.3814 0.9478 0.31
H 1.7658 0.2674 1.4683 0.39
H 2.6108 1.5361 -3.0182 0.43
H -0.8096 -0.9463 -1.3703 0.30
```

Results
E_HOMO (eV): -8.62
Multiplicity: 1
HOMO-LUMO gap (eV): 9.35